Entry 1:
25
Properties=species:S:1:pos:R:3:forces:R:3 method="wB97M-V/def2-TZVPD" smiles="CC(C)(C)C(=O)O[S@](C)(=O)=CCl" e_tot_ev=-36965.881 e_above_lowest_kcal_mol=91.8 total_charge=0
C -0.47681 0.45239 0.50524 -0.278 -4.806 2.448
C -2.51832 1.11494 -0.53468 -0.362 0.173 -2.616
C -0.15465 2.04613 -1.49303 -0.438 -0.862 2.281
C -1.01289 -0.31804 -1.73106 0.545 0.518 -1.880
C 1.34371 -1.26060 2.87588 -1.830 1.411 -1.990
C 2.37017 -1.80655 -0.00132 -0.621 -0.060 0.679
C -1.03117 0.91549 -0.76565 0.133 1.469 -2.591
O -1.10755 -0.21620 1.32182 0.541 1.867 -0.765
O 3.05887 0.21843 1.44212 0.927 0.195 0.413
O 0.88199 0.32567 0.54727 0.694 0.611 -0.393
S 1.99356 -0.69186 1.19792 0.330 -0.705 0.233
Cl 1.17596 -3.11240 -0.11547 -0.342 0.102 -0.025
H -2.82090 2.09603 -0.32254 -0.211 1.435 0.930
H -2.82685 0.39694 0.17006 -0.620 -0.500 0.979
H -3.07532 0.89245 -1.47869 0.521 0.107 0.554
H -0.16192 3.02569 -1.01556 0.055 -0.178 0.391
H 0.84758 1.66268 -1.56476 0.613 -0.020 0.390
H -0.39115 2.22372 -2.49130 -1.205 -0.006 -1.702
H -1.12590 0.11603 -2.81686 -0.453 -0.775 2.061
H -0.00320 -0.77796 -1.84997 -0.844 -0.220 0.746
H -1.88199 -0.97539 -1.44984 1.363 0.200 -0.527
H 1.88495 -2.07746 3.25977 1.329 -0.681 0.161
H 1.35763 -0.34480 3.47888 -0.032 -0.404 -0.090
H 0.32647 -1.63582 2.69230 0.183 0.458 0.162
H 3.34773 -2.26950 0.13946 0.001 0.673 0.150

Entry 2:
24
Properties=species:S:1:pos:R:3:forces:R:3 method="wB97M-V/def2-TZVPD" smiles="C=C[C@H](C(F)(F)F)[Si](C)(C)C" e_tot_ev=-23499.387 total_charge=0
C -2.45269 1.74041 0.93221 0.383 -4.226 3.062
C -1.66205 0.62229 0.84213 -0.370 3.422 0.137
C 1.84951 -0.14752 -1.85330 -2.178 4.574 0.760
C 1.43303 1.42786 1.00722 -0.228 -1.154 0.047
C 1.50373 -1.62595 0.84330 -1.094 0.513 -1.249
C -0.98873 0.19407 -0.38910 -0.223 -3.617 -1.527
C -1.80315 -1.22957 -0.91718 0.487 2.260 0.968
F -0.94203 -2.22829 -1.11062 -0.068 -0.211 -0.425
F -2.53830 -1.03376 -2.05119 0.962 -0.029 0.518
F -2.70373 -1.64161 0.00032 0.448 0.020 -0.085
Si 0.94706 -0.02509 -0.14296 0.402 -0.764 0.527
H -2.97259 1.74192 1.94364 0.698 1.034 -1.400
H -2.86305 2.18556 0.08919 -0.554 1.087 -1.296
H -1.27754 0.20902 1.77085 -0.472 -0.420 -0.025
H 1.37547 -0.80586 -2.48929 -1.300 -1.479 -1.385
H 1.93555 0.87683 -2.41183 -0.259 -1.743 1.043
H 2.79224 -0.48819 -1.71682 3.125 -1.017 0.598
H 2.49808 1.55675 1.04812 0.733 -0.259 0.123
H 1.08279 2.36358 0.67115 -0.745 1.179 -0.496
H 1.06071 1.29026 2.04172 0.153 -0.118 -0.577
H 2.29820 -2.12809 0.26636 -0.479 -0.071 0.347
H 1.84843 -1.38486 1.81584 0.796 0.598 0.872
H 0.65728 -2.27979 1.08576 0.175 -0.221 -0.631
H -1.07822 0.81003 -1.27552 -0.393 0.643 0.095

Entry 3:
22
Properties=species:S:1:pos:R:3:forces:R:3 method="wB97M-V/def2-TZVPD" smiles=CC#C[C@@](C)(F)[C@H](C)[NH3+] e_tot_ev=-11668.286 e_above_lowest_kcal_mol=51.8 total_charge=+1
C 2.05409 0.35060 -0.14536 -1.247 -1.924 -0.088
C 0.85968 0.39953 -0.09685 -0.138 -0.391 -0.221
C 3.41475 -0.07237 -0.10667 -0.014 2.664 -0.066
C -1.15408 -1.59344 0.61347 2.395 1.474 -1.229
C -0.61647 1.60875 1.36506 0.251 1.769 -1.658
C -1.57127 -0.33347 -0.18778 0.571 -1.595 0.462
C -0.52309 0.78989 0.00027 -0.429 1.738 2.417
N -1.41644 -0.61098 -1.64242 0.869 -0.806 -2.726
F -0.69245 1.62094 -1.08294 -0.880 1.322 -0.826
H 3.61882 -1.09694 -0.20703 -0.042 -1.331 0.008
H 3.69855 0.36246 0.84113 1.157 -0.246 0.256
H 3.82913 0.49787 -0.92422 1.102 -0.020 -0.119
H -0.09112 -1.95494 0.34026 -1.911 0.306 0.073
H -1.02026 -1.18536 1.57441 0.084 0.166 1.616
H -1.89942 -2.32724 0.66931 -0.869 -1.203 -0.226
H -1.58751 1.71694 1.78218 -1.097 -0.326 0.168
H 0.02980 1.14497 2.05603 0.601 -0.627 0.918
H -0.25291 2.70982 1.29529 -0.323 -2.011 -0.572
H -2.64368 -0.14137 0.02744 0.872 0.617 -0.172
H -0.33589 -0.55892 -1.85170 -2.216 -0.714 0.275
H -1.79677 0.12487 -2.24317 0.087 0.520 0.428
H -1.90346 -1.45161 -2.07669 1.177 0.618 1.282

Entry 4:
23
Properties=species:S:1:pos:R:3:forces:R:3 method="wB97M-V/def2-TZVPD" spin_multiplicity=3 e_tot_ev=-13161.942 e_above_lowest_kcal_mol=0.0 total_charge=0
C -1.41861 1.32427 0.36616 3.992 -4.318 -2.088
C -0.01527 1.26307 0.14758 0.218 2.623 2.637
C -1.64116 -1.05004 -0.10592 1.904 -1.323 0.047
C 2.06509 -1.56202 -0.48005 -1.552 0.173 0.580
C 2.76823 0.48662 0.83987 -1.514 -0.856 -1.884
C -3.45961 0.42893 -0.43009 -1.822 -0.075 1.857
C 1.91574 -0.02607 -0.36819 0.886 -1.771 -0.083
N -2.13554 0.21247 0.05519 -1.418 -0.586 -0.119
N 0.54848 0.15844 -0.15726 -1.251 1.156 -2.003
F -0.79816 -1.52739 0.83651 -0.787 -0.399 0.983
H -2.01845 2.05950 0.60128 -2.230 4.302 1.302
H 0.54226 2.17373 0.59480 -0.550 -1.046 -1.002
H -2.08050 -1.88006 -0.60105 -0.901 0.138 -0.581
H 3.08107 -1.72834 -0.68756 1.481 -0.857 -0.067
H 1.73984 -1.93957 0.52334 0.497 -0.180 -0.964
H 1.43374 -2.04983 -1.27817 0.547 0.791 0.823
H 2.50702 1.51556 0.85012 0.231 1.011 0.968
H 3.72126 0.35696 0.44265 2.189 0.080 0.067
H 2.62187 -0.10540 1.75168 -0.207 0.430 -0.283
H -3.55906 1.26620 -1.05283 0.359 0.891 -1.612
H -3.94795 -0.44486 -0.82782 0.326 -0.331 -0.470
H -4.14501 0.73216 0.37588 0.118 -0.217 0.431
H 2.27473 0.33568 -1.39609 -0.514 0.364 1.462